1.
Here is an isolated molecule of C3H4S in a non-equilibrium geometry from the Open Molecules 2025 dataset. Energies are from ωB97M-V/def2-TZVPD.

ORCA input file:
```
! wB97M-V def2-TZVPD RIJCOSX def2/J DEFGRID3
* xyz 0 1
C -0.101 0.045 1.051
C 1.010 -0.424 0.532
C -0.675 0.313 -0.981
S 0.876 -0.651 -1.228
H -0.763 0.211 1.836
H 1.861 -0.684 1.251
H -1.613 -0.091 -1.189
H -0.595 1.282 -1.271
*
```

Summary:
Largest force on an atom, eV Å⁻¹: 6.34
Orbital gap, eV: 8.92
Relative energy (zero: lowest compared OMol25 entry of this formula, charge and spin), kcal/mol: 62.83

=====

2.
Here is a cluster of 2 separate species, C5H12N2O2 in total in a non-equilibrium geometry from the Open Molecules 2025 dataset. Energies are from ωB97M-V/def2-TZVPD.

ORCA input file:
```
! wB97M-V def2-TZVPD RIJCOSX def2/J DEFGRID3
* xyz 0 1
N 2.820 0.555 0.274
N 2.057 -0.074 -0.699
C 1.192 -0.950 -0.236
O 1.224 -1.458 1.009
O 0.632 -1.813 -1.098
H 3.727 0.794 -0.120
H 2.974 -0.036 1.094
H 0.623 -2.218 1.026
H 0.930 -1.531 -1.979
C -0.151 1.511 -0.220
C -1.104 0.566 0.020
C -1.575 0.289 1.421
C -1.990 0.063 -1.087
H 0.365 2.015 0.591
H 0.039 1.882 -1.222
H -1.784 -0.779 1.543
H -2.494 0.842 1.644
H -0.818 0.567 2.159
H -2.167 -1.012 -0.976
H -2.962 0.568 -1.074
H -1.537 0.220 -2.069
*
```

Summary:
Structure (SMILES): NN=C(O)O.C=C(C)C
Largest force on an atom, eV Å⁻¹: 4.92
Orbital gap, eV: 8.21
Relative energy (zero: lowest compared OMol25 entry of this formula, charge and spin), kcal/mol: 76.36

=====

3.
Here is an isolated molecule of C19H26N6O in a non-equilibrium geometry from the Open Molecules 2025 dataset. Energies are from ωB97M-V/def2-TZVPD.

ORCA input file:
```
! wB97M-V def2-TZVPD RIJCOSX def2/J DEFGRID3
* xyz 0 1
C 1.661 4.716 0.140
C 1.569 3.220 -0.129
C 0.725 2.508 0.934
C 0.688 1.039 0.650
N -0.382 0.593 -0.006
C -0.479 -0.693 -0.340
N -1.547 -1.138 -1.018
C -2.708 -0.333 -1.294
C -3.890 -0.719 -0.402
C -5.123 0.135 -0.720
O -6.193 -0.052 0.169
C -6.882 -1.278 0.033
C -8.149 -1.209 0.871
C 0.586 -1.549 0.016
N 0.873 -2.869 -0.130
N 2.005 -3.096 0.405
N 2.515 -1.972 0.930
C 3.821 -1.923 1.535
C 4.805 -1.303 0.574
C 5.600 -2.102 -0.235
C 6.465 -1.524 -1.149
C 6.534 -0.146 -1.264
C 5.734 0.654 -0.466
C 4.872 0.079 0.451
C 1.658 -0.951 0.707
N 1.736 0.335 1.047
H 2.263 5.204 -0.624
H 2.119 4.903 1.109
H 0.671 5.166 0.137
H 1.122 3.048 -1.110
H 2.569 2.782 -0.134
H -0.292 2.899 0.922
H 1.171 2.670 1.916
H -1.592 -2.131 -1.185
H -2.419 0.704 -1.112
H -2.984 -0.452 -2.347
H -4.122 -1.776 -0.549
H -3.620 -0.570 0.645
H -5.449 -0.061 -1.755
H -4.863 1.193 -0.631
H -7.134 -1.447 -1.027
H -6.256 -2.115 0.373
H -7.891 -1.034 1.911
H -8.701 -2.141 0.790
H -8.775 -0.389 0.530
H 3.749 -1.325 2.448
H 4.098 -2.951 1.777
H 5.539 -3.177 -0.151
H 7.084 -2.152 -1.773
H 7.207 0.303 -1.979
H 5.781 1.729 -0.558
H 4.233 0.697 1.065
*
```

Summary:
Structure (SMILES): CCCc1nc(NCCCOCC)c2nnn(Cc3ccccc3)c2n1
Largest force on an atom, eV Å⁻¹: 1.56
Orbital gap, eV: 9.34
Relative energy (zero: lowest compared OMol25 entry of this formula, charge and spin), kcal/mol: 43.04

=====

4.
Here is a cluster of 2 separate species, C3H5O2 in total in a non-equilibrium geometry from the Open Molecules 2025 dataset. Energies are from ωB97M-V/def2-TZVPD.

ORCA input file:
```
! wB97M-V def2-TZVPD RIJCOSX def2/J DEFGRID3
* xyz 0 2
H -2.809 -0.713 0.980
O -2.088 -2.130 2.237
C -1.957 -1.320 1.364
O 0.693 -0.485 0.012
C 1.235 0.622 -0.261
C 1.434 1.098 -1.566
H -0.833 -0.965 0.817
H 1.494 1.288 0.581
H 1.262 0.440 -2.420
H 1.568 2.165 -1.743
*
```

Summary:
Largest force on an atom, eV Å⁻¹: 3.90
Orbital gap (spin up / spin down), eV: 9.98 / 6.97
Relative energy (zero: lowest compared OMol25 entry of this formula, charge and spin), kcal/mol: 43.54

=====

5.
Here is an isolated molecule of C21H29NO from the Open Molecules 2025 dataset. Energies are from ωB97M-V/def2-TZVPD.

ORCA input file:
```
! wB97M-V def2-TZVPD RIJCOSX def2/J DEFGRID3
* xyz 0 1
C 4.373 2.461 3.645
C 4.411 2.298 2.130
C 3.108 1.750 1.547
C 2.845 0.296 1.940
N 1.601 -0.196 1.367
C 0.957 -1.198 2.206
C 0.230 -0.615 3.422
C -1.117 0.022 3.081
C -0.965 1.339 2.334
C 1.793 -0.690 0.006
C 0.490 -0.730 -0.740
C -0.208 -1.898 -0.926
C -1.458 -1.937 -1.581
C -2.164 -3.144 -1.761
C -3.374 -3.161 -2.395
C -3.938 -1.971 -2.881
C -3.283 -0.781 -2.725
C -2.033 -0.734 -2.076
C -1.292 0.447 -1.892
C -0.078 0.448 -1.254
C 0.470 1.841 -1.265
O -0.527 2.645 -1.882
C -1.612 1.843 -2.327
H 4.287 1.498 4.142
H 5.285 2.940 3.995
H 3.527 3.078 3.939
H 4.608 3.273 1.678
H 5.236 1.635 1.856
H 3.153 1.828 0.459
H 2.268 2.358 1.887
H 3.701 -0.332 1.639
H 2.763 0.238 3.025
H 1.696 -1.946 2.551
H 0.219 -1.720 1.595
H 0.062 -1.434 4.126
H 0.858 0.125 3.920
H -1.669 0.194 4.009
H -1.700 -0.674 2.474
H -0.452 2.071 2.955
H -0.382 1.179 1.433
H -1.939 1.740 2.061
H 2.255 -1.694 0.007
H 2.473 -0.006 -0.507
H 0.206 -2.833 -0.571
H -1.729 -4.060 -1.386
H -3.907 -4.092 -2.528
H -4.896 -2.004 -3.380
H -3.712 0.137 -3.097
H 1.400 1.902 -1.850
H 0.670 2.227 -0.259
H -1.702 1.922 -3.420
H -2.541 2.218 -1.876
*
```

Summary:
Structure (SMILES): CCCCN(CCCC)Cc1cc2ccccc2c2c1COC2
Largest force on an atom, eV Å⁻¹: 0.70
Orbital gap, eV: 8.73
Relative energy (zero: lowest compared OMol25 entry of this formula, charge and spin), kcal/mol: 3.28

=====

6.
Here is a cluster of 2 separate species, C4H6BrNO2 in total in a non-equilibrium geometry from the Open Molecules 2025 dataset. Energies are from ωB97M-V/def2-TZVPD.

ORCA input file:
```
! wB97M-V def2-TZVPD RIJCOSX def2/J DEFGRID3
* xyz 0 1
O -2.249 -0.705 -1.355
N -1.241 -0.958 -0.759
O -0.741 -2.089 -0.672
C -0.485 0.070 -0.136
C -0.950 1.163 0.394
C 0.323 1.426 1.250
C 0.790 0.054 0.667
H -1.765 1.837 0.152
H 0.801 2.304 0.782
H -0.106 1.296 2.300
H 1.730 -0.067 0.205
H 0.729 -0.750 1.371
Br 2.106 -1.639 -2.549
H 1.059 -1.941 -1.647
*
```

Summary:
Structure (SMILES): O=[N+]([O-])C1=CCC1.Br
Largest force on an atom, eV Å⁻¹: 2.93
Orbital gap, eV: 10.09
Relative energy (zero: lowest compared OMol25 entry of this formula, charge and spin), kcal/mol: 118.49

=====

7.
Here is a structure of composition C18H22AuN7S2 from the Open Molecules 2025 dataset. Energies are from ωB97M-V/def2-TZVPD.

ORCA input file:
```
! wB97M-V def2-TZVPD RIJCOSX def2/J DEFGRID3
* xyz 0 3
Au -0.161 -0.148 1.271
N -0.208 3.503 6.006
C 0.336 2.563 5.604
N 1.018 1.507 5.188
C 0.672 0.934 4.104
N 0.460 0.338 3.124
S 2.548 -1.122 0.254
C 2.055 -1.434 -1.309
N 2.303 -2.666 -1.860
C 1.961 -3.041 -3.119
C 1.311 -2.177 -3.936
C 1.032 -0.879 -3.440
C 1.394 -0.514 -2.179
H 2.795 -3.312 -1.257
H 2.238 -4.046 -3.402
H 1.035 -2.474 -4.935
H 0.529 -0.162 -4.077
H 1.205 0.480 -1.803
C 0.522 6.412 -0.945
N -0.042 5.078 -1.118
C 0.040 4.621 -2.493
C 0.090 4.157 -0.101
S 0.674 2.609 -0.391
N -0.281 4.586 1.121
C -1.260 5.642 1.328
C 0.015 3.819 2.315
H 1.477 6.478 -1.476
H 0.705 6.624 0.102
H -0.152 7.170 -1.348
H -0.377 5.399 -3.134
H -0.531 3.706 -2.616
H 1.074 4.425 -2.795
H -1.732 5.911 0.387
H -0.808 6.533 1.771
H -2.020 5.275 2.018
H 0.894 3.202 2.154
H -0.827 3.171 2.572
H 0.185 4.506 3.144
N -1.092 -0.708 -0.364
C -1.936 -1.593 -0.851
C -3.273 -1.217 -1.158
C -4.136 -2.149 -1.685
C -3.708 -3.454 -1.929
C -2.398 -3.833 -1.640
C -1.510 -2.925 -1.112
H -3.582 -0.200 -0.961
H -5.156 -1.869 -1.911
H -4.397 -4.177 -2.343
H -2.080 -4.850 -1.831
H -0.492 -3.196 -0.867
*
```

Summary:
Largest force on an atom, eV Å⁻¹: 0.55
Orbital gap (spin up / spin down), eV: 7.64 / 5.53
Relative energy (zero: lowest compared OMol25 entry of this formula, charge and spin), kcal/mol: 21.65

=====

We obtain electronic energy values of -14006.85460 -12452.67138 -31113.09018 -7283.37561 -25785.38710 -79867.80511 -54813.05573 eV for the records listed above, in that order.